A molecular structure, C21H20ClN2O7PPd, computed with wB97M-V/def2-TZVPD.

The value obtained for the HOMO energy is -1.2 eV. Its net charge is -2. For the max |F|, the calculation gives 1.0 eV Å⁻¹. The calculation puts the frontier orbital gap at 5.929 eV.

CARTESIAN COORDINATES (ANGSTROEM)
Pd 0.58992 -0.56759 -0.16417
O -2.24196 1.45004 3.16488
C -2.12325 0.36688 2.54742
O -2.35019 0.13183 1.35542
C -1.68852 -0.80146 3.45442
C -2.48408 -0.98452 4.59835
C -2.25215 -2.00528 5.49469
C -1.17073 -2.86215 5.28709
C -0.36738 -2.66452 4.18184
C -0.61744 -1.65359 3.24921
P 0.57072 -1.46460 1.83727
C 2.14149 -1.24642 2.79501
C 3.34595 -1.44124 2.12092
C 4.55563 -1.17077 2.73054
C 4.58796 -0.66077 4.02402
C 3.39786 -0.42914 4.69161
C 2.18547 -0.72269 4.08235
C 0.68817 -3.27565 1.41622
C -0.24845 -3.75249 0.50237
C -0.26230 -5.08332 0.12418
C 0.67539 -5.96883 0.63696
C 1.62163 -5.50626 1.53798
C 1.62039 -4.17356 1.92693
H -3.28831 -0.27854 4.75546
H -2.89968 -2.13037 6.35702
H -0.95201 -3.66536 5.97948
H 0.48717 -3.31730 4.04151
H 3.32770 -1.78102 1.09093
H 5.47557 -1.33172 2.18301
H 5.53521 -0.42895 4.49584
H 3.40517 -0.00980 5.69069
H 1.26528 -0.53578 4.61944
H -0.95864 -3.05260 0.06798
H -0.99605 -5.42184 -0.59607
H 0.67409 -7.00793 0.32662
H 2.36757 -6.18153 1.94110
H 2.37126 -3.83316 2.62815
O 1.66226 -1.62350 -2.35783
Cl 0.82601 -0.58337 -2.91725
O 0.94724 -0.55305 -4.34239
O 1.23220 0.68894 -2.33984
O -0.54718 -0.82942 -2.52677
C -1.34995 4.41384 2.34969
N -0.00106 4.25490 1.85931
C 0.45887 3.15793 1.13987
N -0.51602 2.38732 0.60285
O 1.66217 3.00813 0.96739
H -1.34807 5.23456 3.07092
H -1.74682 3.52095 2.84272
H -2.02276 4.69392 1.53387
H 0.74148 4.61777 2.43471
H -1.37506 2.28325 1.13793
H -0.26547 1.48367 0.21660

Cartesian forces (eV/Å) of the 2 atoms listed first:
-0.07 -0.20 1.02
-0.01 0.38 0.17

Mulliken analysis output, partial charges in e: atom 1 (Pd): -1.1191, atom 2 (O): -0.8315, atom 3 (C): 0.2733, atom 4 (O): -0.6444, atom 5 (C): 0.5866, atom 6 (C): -0.7514, atom 7 (C): -0.4858, atom 8 (C): -0.8205, atom 9 (C): -0.0156, atom 10 (C): 0.1450, atom 11 (P): 1.7498, atom 12 (C): 0.2546, atom 13 (C): -0.4362, atom 14 (C): -0.6919, atom 15 (C): -0.4475, atom 16 (C): -0.5789, atom 17 (C): -0.3417, atom 18 (C): 0.5871, atom 19 (C): -0.6691, atom 20 (C): -0.6451, atom 21 (C): -0.3633, atom 22 (C): -0.8100, atom 23 (C): -0.1985, atom 24 (H): 0.4255, atom 25 (H): 0.3527, atom 26 (H): 0.4025, atom 27 (H): 0.2810, atom 28 (H): 0.4224, atom 29 (H): 0.3679, atom 30 (H): 0.3451, atom 31 (H): 0.3740, atom 32 (H): 0.3480, atom 33 (H): 0.2607, atom 34 (H): 0.3699, atom 35 (H): 0.3503, atom 36 (H): 0.3724, atom 37 (H): 0.3426, atom 38 (O): -0.6159, atom 39 (Cl): 1.8225, atom 40 (O): -0.7401, atom 41 (O): -0.6310, atom 42 (O): -0.6201, atom 43 (C): -0.7873, atom 44 (N): -0.1891, atom 45 (C): 0.4698, atom 46 (N): -0.1694, atom 47 (O): -0.6895, atom 48 (H): 0.3594, atom 49 (H): 0.2561, atom 50 (H): 0.2519, atom 51 (H): 0.2489, atom 52 (H): 0.2698, atom 53 (H): 0.0032

C5H14N2 in the gas phase, computed with wB97M-V/def2-TZVPD.

The value obtained for the HOMO energy is -8.8 eV. For the max |F|, the calculation gives 3.7 eV Å⁻¹. As for the SMILES: CCCCNCN. The calculation puts the frontier orbital gap at 9.961 eV.

CARTESIAN COORDINATES (ANGSTROEM)
C -1.49103 1.06646 -2.43636
C -0.80044 -0.24019 -1.97491
C -1.08664 -0.68454 -0.57624
C -0.38881 0.32103 0.45527
N 0.60047 -0.46834 1.08338
C 1.44738 0.14246 2.10369
N 2.60393 -0.76808 2.48879
H -1.40815 1.44626 -3.42406
H -1.00523 1.89069 -1.86107
H -2.54216 1.16682 -2.03130
H 0.34191 0.10768 -1.96891
H -0.86288 -1.03273 -2.67846
H -2.17671 -0.60124 -0.33718
H -0.77526 -1.79653 -0.41511
H -1.15313 0.89863 1.00726
H 0.17205 1.11402 -0.13254
H 0.18214 -1.38531 1.48100
H 1.80028 1.05784 1.71835
H 0.84738 0.27628 3.03054
H 3.46225 -0.81843 1.87644
H 2.23261 -1.69276 2.59141

Cartesian forces (eV/Å) of the 2 atoms listed first:
-0.79 0.87 3.23
2.88 2.14 -0.85

Mulliken analysis output, partial charges in e: atom 1 (C): -1.0095, atom 2 (C): -0.6647, atom 3 (C): -0.3785, atom 4 (C): -0.6808, atom 5 (N): -0.3221, atom 6 (C): -0.4353, atom 7 (N): -0.6159, atom 8 (H): 0.3838, atom 9 (H): 0.2556, atom 10 (H): 0.2621, atom 11 (H): 0.2231, atom 12 (H): 0.3967, atom 13 (H): 0.2677, atom 14 (H): 0.3400, atom 15 (H): 0.3142, atom 16 (H): 0.2794, atom 17 (H): 0.2538, atom 18 (H): 0.3845, atom 19 (H): 0.2836, atom 20 (H): 0.2410, atom 21 (H): 0.2214

4 unconnected molecules or ions with the total composition C2H8N2O, computed with wB97M-V/def2-TZVPD.

The value obtained for the HOMO energy is -9.4 eV. For the max |F|, the calculation gives 3.7 eV Å⁻¹. The calculation puts the frontier orbital gap at 10.459 eV.

CARTESIAN COORDINATES (ANGSTROEM)
C 0.86627 -0.37793 -1.37025
N 0.91102 -1.72727 -1.53657
O -0.16851 0.26094 -1.50223
H -1.20428 0.56848 0.15027
H 0.02683 -2.22239 -1.53683
H 1.77741 -2.19127 -1.75153
H 1.83494 0.09157 -1.62597
H 1.09343 -0.91690 1.18442
C -1.40401 1.75681 1.67409
N -1.14999 0.63416 1.17604
H 0.43328 -0.40575 1.28099
H -1.63722 2.66094 1.10234
H -1.37916 1.86861 2.75522

Cartesian forces (eV/Å) of the 2 atoms listed first:
-0.42 -0.23 -3.64
-0.22 0.28 0.69

Mulliken analysis output, partial charges in e: atom 1 (C): 0.1199, atom 2 (N): -0.2959, atom 3 (O): -0.6054, atom 4 (H): 0.3249, atom 5 (H): 0.2280, atom 6 (H): 0.2106, atom 7 (H): 0.2777, atom 8 (H): 0.2478, atom 9 (C): -0.2694, atom 10 (N): -0.5465, atom 11 (H): -0.1730, atom 12 (H): 0.2247, atom 13 (H): 0.2568